# 1
82
Properties=species:S:1:pos:R:3:mulliken_charge:R:1 method="wB97M-V/def2-TZVPD" homo_ev=-8.36 homo_lumo_gap_ev=8.1 smiles="O=[PH2][PH3]P(O)Br.CCOC(=O)C(F)(F)F.CCOC(=O)C(F)(F)F.CCOC(=O)C(F)(F)F.CCOC(=O)C(F)(F)F.CCOC(=O)C(F)(F)F"
O 3.099 -3.468 2.250 -0.69
P 2.868 -1.963 2.415 0.49
P 0.694 -1.582 1.928 0.12
P -1.479 -1.398 1.443 0.14
O -2.241 -1.051 2.911 -0.35
Br -2.094 -3.554 1.044 -0.25
H 3.157 -1.568 3.761 0.10
H 3.721 -1.251 1.503 -0.07
H 0.677 -2.952 1.462 0.08
H 1.025 -0.524 1.032 0.08
H 0.476 -1.210 3.312 0.05
H -2.737 -1.826 3.156 0.26
C 6.515 -3.623 -1.745 -1.14
C 5.820 -2.742 -2.763 -0.22
O 4.449 -3.139 -2.943 -0.29
C 3.613 -2.710 -2.013 0.37
O 3.900 -2.026 -1.082 -0.49
C 2.199 -3.180 -2.325 0.85
F 2.157 -4.468 -2.639 -0.28
F 1.677 -2.505 -3.349 -0.29
F 1.398 -2.999 -1.288 -0.16
H 6.426 -4.672 -2.030 0.36
H 7.567 -3.368 -1.673 0.36
H 6.067 -3.517 -0.757 0.27
H 6.294 -2.854 -3.737 0.34
H 5.872 -1.689 -2.494 0.30
C -1.923 -1.323 -3.754 -1.09
C -1.444 -2.386 -4.721 -0.16
O -2.134 -2.294 -5.979 -0.32
C -1.698 -1.351 -6.802 0.34
O -0.801 -0.602 -6.581 -0.51
C -2.489 -1.390 -8.103 0.90
F -3.798 -1.472 -7.878 -0.25
F -2.139 -2.447 -8.834 -0.26
F -2.274 -0.309 -8.831 -0.24
H -3.005 -1.379 -3.630 0.35
H -1.449 -1.452 -2.781 0.28
H -1.690 -0.323 -4.119 0.32
H -1.670 -3.375 -4.327 0.32
H -0.368 -2.334 -4.877 0.32
C -5.699 0.042 3.256 -1.06
C -4.786 0.852 4.154 -0.17
O -5.373 2.126 4.471 -0.31
C -6.298 2.119 5.422 0.32
O -6.667 1.165 6.026 -0.51
C -6.798 3.539 5.654 0.91
F -7.062 4.148 4.499 -0.24
F -5.883 4.267 6.291 -0.26
F -7.899 3.560 6.383 -0.25
H -5.955 0.610 2.361 0.26
H -5.213 -0.886 2.957 0.32
H -6.632 -0.206 3.762 0.36
H -3.856 1.070 3.633 0.25
H -4.533 0.313 5.067 0.37
C 5.734 0.967 2.213 -1.10
C 6.534 -0.285 2.512 -0.26
O 7.156 -0.799 1.324 -0.27
C 8.269 -0.186 0.944 0.30
O 8.782 0.730 1.500 -0.52
C 8.825 -0.866 -0.300 0.97
F 7.870 -1.075 -1.206 -0.22
F 9.354 -2.049 0.004 -0.27
F 9.770 -0.146 -0.873 -0.26
H 5.008 0.776 1.421 0.24
H 5.205 1.302 3.106 0.37
H 6.379 1.776 1.874 0.40
H 5.873 -1.075 2.865 0.30
H 7.282 -0.112 3.285 0.36
C -5.494 5.104 2.030 -0.86
C -5.751 5.420 0.572 -0.33
O -4.534 5.374 -0.192 -0.32
C -4.115 4.161 -0.523 0.37
O -4.660 3.141 -0.245 -0.51
C -2.843 4.260 -1.356 0.89
F -1.966 5.101 -0.813 -0.26
F -3.116 4.698 -2.582 -0.26
F -2.250 3.083 -1.471 -0.23
H -4.733 5.772 2.436 0.31
H -6.405 5.216 2.609 0.36
H -5.131 4.084 2.156 0.20
H -6.130 6.435 0.470 0.34
H -6.492 4.748 0.139 0.33

---

# 2
59
Properties=species:S:1:pos:R:3:mulliken_charge:R:1 method="wB97M-V/def2-TZVPD" homo_ev="-13.45 / -13.16" total_charge=+2 homo_lumo_gap_ev="5.9 / 5.9" de_lowest_ev=4.943
Sn 1.179 1.119 0.621 0.80
Cl -0.355 -2.711 6.312 -0.11
C 0.051 -2.294 4.721 0.22
C 0.203 -0.956 4.401 -1.14
C 0.543 -0.560 3.110 0.15
N 0.661 0.749 2.680 0.04
C 0.396 1.812 3.535 0.38
O 0.196 1.745 4.725 -0.65
C 0.337 3.164 2.871 0.48
C 0.133 4.301 3.633 -0.73
C 0.075 5.524 2.984 -0.34
C 0.230 5.570 1.605 -0.85
C 0.439 4.387 0.922 -0.20
N 0.478 3.209 1.547 0.04
C 0.794 -1.594 2.117 0.57
C 0.611 -2.958 2.482 -0.41
C 0.235 -3.311 3.737 -0.33
Cl -0.012 -4.954 4.129 -0.14
N 1.169 -1.215 0.882 0.10
C 1.969 -2.138 0.154 -0.10
O 2.668 -2.946 0.725 -0.59
C 1.980 -2.082 -1.329 -0.09
C 2.837 -2.977 -1.975 -0.68
C 2.995 -3.073 -3.338 -0.98
C 2.194 -2.259 -4.260 -0.55
C 1.323 -1.219 -3.607 -0.95
N -0.325 -1.252 -1.783 -0.16
H 0.062 -0.225 5.176 0.86
H 0.028 4.206 4.704 0.53
H -0.081 6.434 3.547 0.47
H 0.201 6.507 1.068 0.43
H 0.592 4.376 -0.152 0.49
H 0.765 -3.731 1.747 0.64
H 3.426 -3.616 -1.331 0.54
H 3.721 -3.762 -3.747 0.47
H 2.630 -2.000 -5.216 0.58
H 1.194 -0.311 -4.182 0.69
Se -1.844 1.278 -4.081 0.06
Se -0.681 2.182 -2.284 0.13
C -1.849 1.643 -0.836 0.29
C -3.207 1.891 -0.904 -0.79
C -4.014 1.445 0.131 -0.38
C -3.428 0.777 1.193 -0.97
C -2.056 0.607 1.196 0.03
N -1.266 1.034 0.201 0.35
C -1.357 -0.559 -3.865 0.44
C -1.373 -1.458 -5.030 -0.67
C -0.359 -2.309 -5.224 -0.80
C 0.693 -2.458 -4.185 -0.26
C 1.196 -1.094 -2.117 1.78
N -1.015 -0.950 -2.704 -0.01
H -3.625 2.422 -1.748 0.48
H -5.081 1.622 0.108 0.45
H -4.016 0.402 2.019 0.51
H -1.567 0.110 2.021 0.32
H -2.171 -1.321 -5.749 0.51
H -0.350 -2.929 -6.114 0.49
H 0.435 -3.225 -3.457 0.51
H 1.393 -0.068 -1.791 0.06

---

# 3
30
Properties=species:S:1:pos:R:3:mulliken_charge:R:1 method="wB97M-V/def2-TZVPD" homo_ev="-4.29 / -7.83" s2=2.02 homo_lumo_gap_ev="4.5 / 4.8" de_lowest_ev=5.357 multiplicity=3
C -0.922 1.644 -1.696 -0.80
C 2.492 2.636 1.914 0.38
C -0.085 -2.438 0.018 -1.56
C 2.003 -1.518 0.882 -1.88
C 1.243 -0.880 -1.397 -2.17
C -2.426 1.246 0.753 -1.10
C -0.010 0.063 0.582 -0.97
C 0.761 -1.147 0.009 2.18
N 1.878 1.648 1.585 -0.65
O 3.274 3.262 2.498 -0.50
O -3.359 0.490 -1.418 -0.59
O 0.782 1.348 0.670 0.31
S -1.702 0.318 -0.597 0.56
H -0.335 1.006 -2.318 0.27
H -1.916 2.113 -1.991 0.48
H 0.521 -3.226 -0.447 0.44
H -1.045 -2.197 -0.282 0.41
H -0.204 -2.714 1.157 0.32
H 2.552 -2.160 0.298 0.56
H 2.830 -0.758 1.047 0.31
H 1.771 -1.859 1.839 0.51
H 1.692 0.250 -1.463 0.21
H 1.895 -1.596 -1.671 0.66
H 0.466 -1.010 -2.017 0.54
H -2.958 0.654 1.531 0.35
H -1.624 1.582 1.453 0.32
H -3.210 1.804 0.404 0.52
H -0.493 -0.383 1.510 0.42
H -3.559 -0.263 -1.828 0.27
H -0.313 2.085 -1.026 0.19

---

Q: Which max |F| values were calculated for the entries above? A: 3.1 0.1 7.5, in eV/A.